No. 1
Formula: C57H60BrN7O2P2SSeW
Source: the Open Molecules 2025 dataset
Level of theory: the ωB97M-V functional and the def2-TZVPD basis

```
132
Properties=species:S:1:pos:R:3:lowdin_charge:R:1
W -0.191 -0.528 0.378 1.13
C 6.356 -5.577 1.732 -0.03
C 5.017 -5.041 1.306 -0.24
C 3.853 -5.789 1.482 -0.02
C 2.625 -5.302 1.076 -0.04
C 2.563 -4.045 0.487 -0.28
C 3.705 -3.275 0.301 -0.04
C 4.923 -3.779 0.715 -0.01
S 1.028 -3.431 -0.055 0.62
O 0.177 -4.517 -0.444 -0.26
O 1.279 -2.390 -1.054 -0.49
N 0.345 -2.489 1.073 -0.28
C -0.660 -2.753 1.941 -0.47
C -0.975 -3.925 2.619 0.03
C -2.044 -3.888 3.486 -0.01
C -2.766 -2.701 3.656 -0.03
C -2.395 -1.589 2.944 -0.14
N -1.360 -1.610 2.090 -0.07
H 6.257 -6.485 2.324 0.08
H 6.896 -4.833 2.319 0.09
H 6.970 -5.805 0.859 0.09
H 3.913 -6.773 1.931 0.12
H 1.724 -5.893 1.203 0.11
H 3.632 -2.300 -0.158 0.09
H 5.821 -3.188 0.570 0.13
H -0.389 -4.819 2.452 0.12
H -2.319 -4.776 4.043 0.13
H -3.603 -2.645 4.338 0.12
H -2.924 -0.654 3.055 0.10
C -4.397 0.097 -6.174 -0.03
C -3.156 0.052 -5.322 -0.24
C -1.875 0.100 -5.865 0.00
C -0.763 0.075 -5.037 -0.09
C -1.009 0.009 -3.680 -0.68
Br 0.538 -0.062 -2.508 0.91
N -2.181 -0.042 -3.130 0.01
C -3.244 -0.027 -3.938 -0.09
H -4.163 0.377 -7.200 0.09
H -5.112 0.818 -5.772 0.09
H -4.891 -0.877 -6.193 0.09
H -1.741 0.148 -6.939 0.13
H 0.246 0.115 -5.429 0.12
H -4.212 -0.067 -3.445 0.13
C -3.020 1.347 1.336 -0.18
N -1.790 2.196 1.193 -0.48
P -1.260 2.089 -0.487 0.99
C -2.659 2.931 -1.357 -0.34
C -2.574 3.085 -2.741 -0.10
C -3.519 3.828 -3.430 -0.06
C -4.553 4.452 -2.745 -0.06
C -4.609 4.357 -1.363 -0.06
C -3.663 3.610 -0.671 -0.11
C -0.141 3.531 -0.730 -0.35
C 1.060 3.391 -1.413 -0.10
C 1.834 4.503 -1.735 -0.06
C 1.408 5.769 -1.378 -0.05
C 0.189 5.924 -0.721 -0.06
C -0.586 4.821 -0.422 -0.11
P -0.488 1.406 2.061 0.98
C -1.207 1.320 3.747 -0.32
C -0.910 0.314 4.662 -0.10
C -1.419 0.371 5.954 -0.05
C -2.215 1.436 6.342 -0.05
C -2.496 2.454 5.438 -0.05
C -1.988 2.406 4.151 -0.09
C 0.732 2.725 2.396 -0.30
C 0.352 4.059 2.304 -0.11
C 1.226 5.067 2.679 -0.05
C 2.467 4.752 3.212 -0.05
C 2.823 3.421 3.382 -0.05
C 1.966 2.410 2.975 -0.07
H -3.767 1.643 0.610 0.07
H -3.438 1.480 2.331 0.08
H -2.832 0.285 1.169 0.01
H -1.744 2.658 -3.289 0.10
H -3.429 3.939 -4.505 0.11
H -5.290 5.036 -3.282 0.11
H -5.380 4.881 -0.812 0.11
H -3.704 3.596 0.410 0.10
H 1.401 2.418 -1.721 0.02
H 2.761 4.373 -2.281 0.10
H 2.006 6.637 -1.627 0.12
H -0.168 6.913 -0.461 0.12
H -1.552 4.968 0.046 0.11
H -0.278 -0.516 4.387 0.09
H -1.182 -0.417 6.658 0.12
H -2.604 1.484 7.351 0.12
H -3.104 3.299 5.740 0.12
H -2.194 3.212 3.457 0.11
H -0.634 4.314 1.952 0.08
H 0.925 6.102 2.569 0.12
H 3.144 5.542 3.514 0.11
H 3.763 3.165 3.854 0.11
H 2.262 1.385 3.127 0.08
C -4.808 -3.554 -1.255 -0.03
N -3.736 -3.661 -2.244 -0.12
C -3.786 -4.454 -3.374 -0.02
C -2.586 -4.362 -3.969 -0.02
N -1.806 -3.514 -3.198 -0.08
C -0.400 -3.273 -3.504 0.00
C -2.517 -3.091 -2.141 -0.57
Se -2.172 -1.985 -0.671 0.82
H -5.720 -3.957 -1.689 0.10
H -4.957 -2.515 -0.981 0.07
H -4.550 -4.118 -0.361 0.10
H -4.662 -5.016 -3.647 0.14
H -2.207 -4.821 -4.865 0.14
H 0.053 -4.216 -3.800 0.11
H 0.113 -2.910 -2.625 0.02
H -0.310 -2.563 -4.322 0.08
C 5.171 1.803 -1.591 -0.08
N 4.402 0.639 -1.183 -0.26
C 4.163 -0.282 -2.281 -0.09
C 3.211 0.952 -0.414 -0.19
C 3.039 0.123 0.841 -0.23
C 4.195 -0.190 1.565 -0.04
C 4.144 -0.865 2.770 -0.06
C 2.899 -1.174 3.313 -0.06
C 1.770 -0.841 2.597 -0.20
C 1.776 -0.247 1.318 -0.28
H 6.078 1.476 -2.101 0.09
H 5.466 2.379 -0.714 0.09
H 4.616 2.465 -2.277 0.08
H 5.100 -0.749 -2.588 0.09
H 3.727 0.219 -3.162 0.08
H 3.478 -1.073 -1.966 0.05
H 2.310 0.831 -1.017 0.00
H 3.244 2.002 -0.112 0.13
H 5.150 0.085 1.130 0.12
H 5.055 -1.136 3.290 0.11
H 2.808 -1.643 4.286 0.12
H 0.827 -1.052 3.073 0.05
```

Summary:
* Kohn-Sham gap (spin up / spin down): 0.2613 / 0.2369 Ha
* total charge: +2
* <S²>: 2.03
* strongest force on any atom: 0.99 eV/Å
* relative energy (zero: lowest compared OMol25 entry of this formula, charge and spin): 94.34 kJ/mol
* HOMO (spin up / spin down): -12.19 / -12.20 eV
* LUMO (spin up / spin down): -5.1 / -5.7 eV
* multiplicity: 3


No. 2
Formula: C57H61AsInN6O4PSe
Source: the Open Molecules 2025 dataset
Level of theory: the ωB97M-V functional and the def2-TZVPD basis

```
132
Properties=species:S:1:pos:R:3:lowdin_charge:R:1
In -0.754 0.753 -0.534 0.84
O -4.466 1.608 0.939 0.06
C -3.461 1.166 0.430 -0.56
O -2.483 1.882 -0.056 -0.12
C -3.255 -0.397 0.325 -0.58
O -4.174 -1.143 0.569 0.07
O -2.052 -0.793 -0.021 -0.14
C -2.745 -0.507 3.494 -0.05
C -1.794 -0.569 4.663 -0.26
C -2.277 -0.871 5.935 -0.06
C -1.435 -0.931 7.037 -0.10
C -0.079 -0.687 6.880 -0.10
C 0.419 -0.381 5.620 -0.09
C -0.418 -0.317 4.508 -0.33
P 0.215 0.101 2.823 1.15
C 2.008 -0.260 3.028 -0.33
C 2.963 0.746 3.130 -0.10
C 4.315 0.440 3.239 -0.12
C 4.719 -0.887 3.233 -0.11
C 3.771 -1.898 3.131 -0.05
C 2.411 -1.613 3.037 -0.27
C 1.410 -2.739 2.947 -0.09
C 0.137 1.933 2.836 -0.33
C -0.322 2.669 3.929 -0.08
C -0.498 4.043 3.853 -0.10
C -0.216 4.699 2.663 -0.10
C 0.240 3.982 1.570 -0.05
C 0.424 2.596 1.621 -0.33
C 0.884 1.870 0.405 -0.20
H -3.754 -0.801 3.781 0.09
H -2.421 -1.160 2.682 0.07
H -2.807 0.505 3.085 0.09
H -3.337 -1.069 6.055 0.10
H -1.838 -1.171 8.016 0.09
H 0.592 -0.735 7.731 0.09
H 1.481 -0.197 5.498 0.10
H 2.649 1.784 3.113 0.10
H 5.043 1.240 3.316 0.09
H 5.772 -1.140 3.303 0.09
H 4.085 -2.935 3.102 0.11
H 1.904 -3.700 2.821 0.06
H 0.760 -2.614 2.080 0.04
H 0.784 -2.768 3.844 0.08
H -0.555 2.161 4.856 0.10
H -0.863 4.591 4.714 0.09
H -0.362 5.771 2.583 0.09
H 0.445 4.493 0.635 0.11
H 1.666 1.130 0.580 0.00
H 1.213 2.555 -0.379 0.05
N 6.762 0.668 0.002 0.11
N 5.530 0.071 -0.264 -0.31
N 5.421 -1.192 -0.595 0.13
C 4.099 -1.293 -0.743 -0.22
N 3.475 -0.121 -0.521 0.05
N 4.416 0.746 -0.208 0.08
H 7.207 0.093 0.707 0.08
H 6.533 1.570 0.401 0.08
H 3.580 -2.214 -1.005 0.00
C 2.912 -10.013 0.449 -0.08
C 2.629 -8.544 0.237 -0.31
C 1.420 -7.977 0.610 -0.05
C 1.124 -6.628 0.397 -0.31
C -0.217 -6.108 0.848 -0.10
C 2.078 -5.781 -0.214 -0.58
Se 1.741 -3.923 -0.490 0.62
C 3.314 -6.359 -0.599 -0.31
C 4.379 -5.522 -1.257 -0.11
C 3.563 -7.711 -0.369 -0.05
H 2.227 -10.441 1.185 0.06
H 3.933 -10.175 0.805 0.06
H 2.797 -10.585 -0.479 0.07
H 0.665 -8.606 1.082 0.10
H -0.959 -6.913 0.861 0.06
H -0.560 -5.302 0.201 0.03
H -0.154 -5.689 1.859 0.07
H 4.002 -5.076 -2.182 0.05
H 5.266 -6.124 -1.476 0.06
H 4.660 -4.679 -0.620 0.06
H 4.526 -8.124 -0.668 0.10
C 5.957 -2.405 -4.452 -0.06
C 4.519 -2.009 -4.244 -0.28
C 3.491 -2.931 -4.374 -0.03
C 2.167 -2.593 -4.122 -0.32
C 1.120 -3.669 -4.265 -0.09
C 1.842 -1.278 -3.733 -0.30
As -0.040 -1.111 -3.125 1.36
N -0.409 0.634 -2.646 -0.32
C -0.601 1.739 -3.462 -0.37
C -1.161 2.921 -2.930 -0.05
C -1.377 4.041 -3.716 -0.11
C -1.056 4.040 -5.070 -0.14
C -0.509 2.883 -5.613 -0.10
C -0.280 1.761 -4.832 -0.06
C -1.173 -1.242 -4.784 -0.26
C -0.798 -1.257 -6.134 -0.29
C 0.611 -1.075 -6.658 -0.07
C -1.771 -1.422 -7.125 -0.04
C -3.112 -1.560 -6.832 -0.28
C -4.145 -1.728 -7.916 -0.06
C -3.482 -1.532 -5.493 -0.03
C -2.553 -1.379 -4.473 -0.26
C -3.099 -1.341 -3.062 -0.08
C 2.877 -0.336 -3.580 -0.27
C 2.682 1.077 -3.084 -0.07
C 4.187 -0.721 -3.857 -0.05
H 6.030 -3.362 -4.971 0.07
H 6.471 -2.504 -3.492 0.07
H 6.493 -1.654 -5.037 0.07
H 3.726 -3.955 -4.652 0.11
H 1.567 -4.587 -4.648 0.08
H 0.316 -3.371 -4.942 0.06
H 0.686 -3.897 -3.284 0.03
H -1.464 2.946 -1.888 0.07
H -1.818 4.923 -3.266 0.10
H -1.240 4.912 -5.684 0.08
H -0.242 2.854 -6.664 0.09
H 0.171 0.884 -5.276 0.07
H 1.347 -0.907 -5.881 0.04
H 0.640 -0.221 -7.342 0.08
H 0.920 -1.958 -7.224 0.09
H -1.449 -1.425 -8.164 0.11
H -3.681 -1.743 -8.903 0.07
H -4.872 -0.912 -7.895 0.07
H -4.700 -2.661 -7.787 0.07
H -4.531 -1.632 -5.227 0.11
H -4.149 -1.632 -3.049 0.08
H -3.030 -0.334 -2.651 0.07
H -2.560 -1.995 -2.379 0.06
H 2.018 1.111 -2.227 0.03
H 2.263 1.720 -3.856 0.07
H 3.642 1.495 -2.782 0.06
H 4.979 0.012 -3.724 0.11
```

Summary:
* Kohn-Sham gap: 0.2036 Ha
* total charge: -2
* strongest force on any atom: 0.44 eV/Å
* HOMO: -1.62 eV
* LUMO: 3.9 eV


Number 1: DFT total energy -8864.7309 a.u.. Number 2: DFT total energy -8006.9722 a.u..